i.
Entry from OMol25: the ion C3H4NS with charge +1 (the ωB97M-V functional and the def2-TZVPD basis).

Last column: natural (NBO) charge in e.
Positions of all 9 atoms, in Å:
C1 0.8630 -0.4351 -0.1532  0.2100
C2 -1.1366 -0.9893 0.0202  0.1854
C3 0.5459 1.0064 -0.1047  -0.4931
N1 0.0217 -1.4457 -0.0416  -0.4375
S1 2.3703 0.3065 -0.0736  0.5786
H1 -1.8353 -1.6094 0.5520  0.2289
H2 -1.3624 0.1653 -0.1126  0.1878
H3 0.3302 1.7180 -0.9361  0.2949
H4 0.2032 1.2833 0.8497  0.2449

Computed properties:
E_HOMO = -16.23 eV
Kohn-Sham gap = 9.14 eV
Lowest unoccupied orbital energy = -7.1 eV
Charge = +1

=====

ii.
Entry from OMol25: the ion C3H4NS with charge +1 (the ωB97M-V functional and the def2-TZVPD basis).

Last column: natural (NBO) charge in e.
Positions of all 9 atoms, in Å:
C1 0.4012 -0.3158 0.8759  -0.0330
C2 -2.1026 -0.2970 -0.0302  -0.2070
C3 0.4910 0.2196 -0.4582  -0.5308
N1 -0.5449 -0.6981 1.5527  -0.0858
S1 -1.2774 0.4668 -1.1911  0.6720
H1 1.2702 -0.3427 1.5293  0.3210
H2 -3.1057 -0.6337 0.2071  0.2781
H3 1.2091 0.9777 -0.5502  0.2879
H4 0.5740 -0.6882 -1.2257  0.2977

Computed properties:
E_HOMO (spin up / spin down) = -15.34 / -15.34 eV
Kohn-Sham gap (spin up / spin down) = 9.00 / 9.00 eV
Lowest unoccupied orbital energy (spin up / spin down) = -6.3 / -6.3 eV
Charge = +1

=====

iii.
Entry from OMol25: the ion C3H4NS with charge +1 (the ωB97M-V functional and the def2-TZVPD basis).

Last column: natural (NBO) charge in e.
Positions of all 9 atoms, in Å:
C1 -0.4884 -0.8706 0.3119  0.2272
C2 -0.7233 1.3516 -0.0550  -0.0343
C3 0.9430 -0.5059 -0.0280  -0.5869
N1 -1.4032 0.0554 0.3355  -0.3513
S1 0.9114 1.3373 -0.3267  0.6422
H1 -0.5951 -1.9108 0.2576  0.2419
H2 -1.3472 2.2183 -0.2136  0.2750
H3 1.7494 -0.5890 0.6296  0.2925
H4 0.9533 -1.0863 -0.9111  0.2937

Computed properties:
E_HOMO = -16.43 eV
Kohn-Sham gap = 9.65 eV
Lowest unoccupied orbital energy = -6.8 eV
Charge = +1

=====

Stability, descending: iii, i, ii